The molecule C31H44N4O4, computed with ωB97M-V with the def2-TZVPD basis set.

Calculated values
HOMO-LUMO gap: 8.857 eV
SMILES string: CCCN(CCC)CCN1C(=O)[C@@H]2[C@@H](C(=O)Nc3ccc(C)cc3)[C@H]3C=C[C@@]2(O3)[C@H]1C(=O)NC1CCCCC1
E: -47013.090 eV
LUMO level: 0.6 eV

Last column: Löwdin charge in e.
Atoms and positions in Å:
1 C -4.9707 -4.6801 -0.9425  -0.11
2 C -5.6573 -3.5198 -1.6506  -0.24
3 C -4.8216 -2.2410 -1.5706  -0.21
4 N -4.5389 -1.8479 -0.2036  -0.18
5 C -5.6714 -1.4199 0.5907  -0.20
6 C -6.5385 -0.2650 0.0569  -0.23
7 C -5.7837 1.0486 -0.1028  -0.11
8 C -3.3126 -1.0985 -0.0506  -0.18
9 C -2.1363 -2.0754 0.1289  -0.09
10 N -0.8996 -1.4045 0.4393  -0.01
11 C 0.2175 -1.5180 -0.3223  -0.40
12 O 0.2853 -2.0844 -1.3896  0.09
13 C 1.3380 -0.7819 0.3976  -0.07
14 C 2.6682 -1.5133 0.5654  -0.09
15 C 3.8589 -0.6728 0.1236  -0.42
16 O 3.7675 0.5122 -0.1116  0.09
17 N 5.0060 -1.3962 0.0735  0.14
18 C 6.3076 -0.9684 -0.2281  -0.22
19 C 7.3217 -1.9237 -0.2196  -0.03
20 C 8.6226 -1.5632 -0.5044  -0.05
21 C 8.9495 -0.2449 -0.8043  -0.29
22 C 10.3680 0.1331 -1.1033  -0.06
23 C 7.9316 0.6982 -0.8091  -0.04
24 C 6.6228 0.3517 -0.5258  0.00
25 C 2.6519 -1.7241 2.1278  -0.22
26 C 2.8192 -0.3523 2.7527  0.02
27 C 1.6458 0.2509 2.6072  0.06
28 C 0.8003 -0.7484 1.8597  -0.33
29 O 1.2873 -1.9940 2.3584  0.01
30 C -0.7119 -0.7334 1.7105  -0.08
31 C -1.2170 0.7212 1.7423  -0.46
32 O -1.6482 1.2198 2.7593  0.08
33 N -1.0881 1.3695 0.5739  0.13
34 C -1.3318 2.7893 0.4093  -0.31
35 C -0.0146 3.5225 0.1447  -0.14
36 C -0.2663 5.0179 -0.0228  -0.20
37 C -1.2504 5.2699 -1.1610  -0.21
38 C -2.5618 4.5350 -0.9017  -0.20
39 C -2.3148 3.0385 -0.7333  -0.15
40 H -5.5912 -5.5724 -0.9777  0.07
41 H -4.7838 -4.4213 0.0958  0.06
42 H -4.0177 -4.9028 -1.4163  0.07
43 H -5.8058 -3.7643 -2.7046  0.11
44 H -6.6412 -3.3501 -1.2112  0.10
45 H -5.3262 -1.4408 -2.1384  0.12
46 H -3.8634 -2.4319 -2.0584  0.12
47 H -6.3227 -2.2891 0.7277  0.11
48 H -5.2886 -1.1456 1.5770  0.12
49 H -7.3576 -0.1242 0.7657  0.11
50 H -6.9815 -0.5496 -0.8993  0.10
51 H -6.4714 1.8494 -0.3679  0.07
52 H -5.0378 0.9705 -0.8901  0.05
53 H -5.2849 1.3195 0.8258  0.07
54 H -3.1043 -0.4398 -0.9083  0.12
55 H -3.3792 -0.4742 0.8425  0.11
56 H -2.3863 -2.7754 0.9329  0.14
57 H -1.9639 -2.6426 -0.7878  0.12
58 H 1.5058 0.2091 -0.0318  0.16
59 H 2.6551 -2.4817 0.0608  0.16
60 H 4.9324 -2.3846 0.2732  0.15
61 H 7.0856 -2.9539 0.0102  0.11
62 H 9.3980 -2.3156 -0.4949  0.11
63 H 10.7800 -0.5109 -1.8787  0.08
64 H 10.9853 0.0169 -0.2126  0.08
65 H 10.4336 1.1659 -1.4352  0.07
66 H 8.1612 1.7283 -1.0397  0.11
67 H 5.8460 1.0969 -0.5368  0.10
68 H 3.2860 -2.5246 2.4991  0.16
69 H 3.7337 0.0166 3.1710  0.12
70 H 1.3324 1.2391 2.8740  0.12
71 H -1.1896 -1.2905 2.5229  0.18
72 H -0.7421 0.8705 -0.2314  0.14
73 H -1.7635 3.1334 1.3547  0.15
74 H 0.6756 3.3464 0.9718  0.12
75 H 0.4427 3.1238 -0.7646  0.12
76 H 0.6772 5.5279 -0.2244  0.11
77 H -0.6748 5.4212 0.9062  0.12
78 H -1.4385 6.3404 -1.2592  0.11
79 H -0.8166 4.9189 -2.1001  0.11
80 H -3.2541 4.7018 -1.7290  0.11
81 H -3.0242 4.9270 0.0065  0.12
82 H -3.2549 2.5258 -0.5251  0.10
83 H -1.8992 2.6301 -1.6585  0.12

Cartesian forces, eV/Å:
C -0.2 0.1 -0.1
C 0.3 0.1 0.0
C -0.2 -0.1 0.0
N 0.1 0.2 -0.1
C -0.4 0.1 -0.1
C 0.3 -0.1 0.1
C -0.2 -0.2 0.0
C 0.3 -0.3 0.1
C -0.3 0.1 -0.2
N -0.2 0.1 0.2
C 0.5 0.1 0.0
O 0.1 -0.2 -0.3
C 0.0 -0.2 0.0
C -0.2 0.1 0.0
C -0.4 -0.4 0.0
O 0.1 0.2 -0.1
N 0.2 -0.4 0.1
C 0.3 0.2 -0.1
C -0.1 0.0 0.0
C -0.1 0.1 0.0
C 0.0 0.1 0.0
C 0.0 0.0 0.0
C 0.2 -0.2 0.0
C -0.2 0.1 0.0
C 0.5 0.1 -0.1
C -0.2 -0.1 0.2
C 0.0 -0.3 0.2
C 0.0 0.4 -0.3
O -0.4 -0.3 -0.1
C 0.1 0.0 0.3
C 0.1 -0.5 -0.2
O -0.1 0.1 0.5
N 0.1 0.2 -0.3
C 0.1 0.0 -0.1
C -0.2 0.2 0.3
C 0.1 -0.1 -0.3
C -0.1 0.1 0.3
C 0.1 -0.1 -0.3
C -0.1 0.2 0.4
H 0.0 -0.1 0.0
H 0.1 -0.1 0.1
H 0.2 -0.1 0.0
H -0.1 0.0 0.0
H -0.1 0.0 -0.1
H 0.1 0.0 0.0
H 0.0 0.0 -0.1
H 0.0 0.0 0.1
H 0.0 -0.1 0.0
H -0.1 -0.1 0.0
H -0.1 0.0 0.0
H 0.0 0.1 0.0
H 0.1 0.0 -0.1
H 0.1 0.1 0.1
H 0.0 0.1 0.1
H -0.1 0.1 -0.1
H 0.0 0.0 0.0
H 0.0 0.0 0.1
H -0.1 -0.1 0.0
H 0.0 0.0 0.0
H -0.1 0.2 0.0
H 0.0 -0.1 0.0
H 0.1 -0.1 0.0
H 0.1 0.0 -0.1
H 0.1 0.0 0.0
H 0.1 0.1 0.0
H 0.0 0.1 0.0
H 0.0 0.0 0.0
H 0.0 0.0 0.0
H 0.2 0.2 0.1
H 0.0 0.3 0.1
H 0.0 0.1 -0.1
H -0.1 -0.1 0.1
H 0.0 0.0 -0.1
H 0.0 -0.1 0.0
H 0.1 -0.1 -0.1
H 0.0 0.1 0.1
H 0.0 0.1 0.1
H 0.0 0.0 -0.1
H 0.0 0.0 -0.1
H -0.1 0.0 0.1
H -0.1 0.0 0.0
H 0.0 -0.1 0.0
H 0.0 -0.1 -0.1